Entry 1
Below is a 2-piece molecular cluster, C3H4ClFO overall, with properties calculated with ωB97M-V/def2-TZVPD.

CARTESIAN COORDINATES (ANGSTROEM)
Cl: -2.84 -0.71 -0.09
F: -0.82 1.70 0.88
O: 0.87 0.03 -1.75
C: -0.47 1.23 -0.27
C: 0.84 -0.80 0.52
C: 0.50 0.14 -0.56
H: -0.13 -1.22 0.98
H: 1.54 -0.45 1.28
H: 1.60 -1.53 0.14
H: -1.10 1.61 -1.12

Output
- HOMO (alpha / beta) (eV) = -11.02 / -9.60
- Kohn-Sham gap (alpha / beta) (eV) = 8.99 / 5.81
- molecular weight (g mol⁻¹) = 110.5
- LUMO (alpha / beta) (Eh) = -0.0743 / -0.1391

Atomic partial charges in e from the Löwdin method, atoms 1 to 2: number 1, Cl, carries -0.05; number 2, F, carries 0.11


Entry 2
Below is one molecule with the formula C3H4ClFO, with properties calculated with ωB97M-V/def2-TZVPD.

CARTESIAN COORDINATES (ANGSTROEM)
Cl: -0.01 -1.48 0.69
F: -1.77 0.04 -1.05
O: 2.05 1.50 -0.33
C: 0.12 0.27 0.41
C: 1.35 0.56 -0.45
C: -1.29 0.77 -0.01
H: -1.99 0.48 0.83
H: -1.23 1.85 -0.21
H: 0.21 0.94 1.26
H: 1.68 -0.10 -1.19

Output
- SMILES string = O=C[C@H](Cl)CF
- HOMO (eV) = -10.42
- Kohn-Sham gap (eV) = 10.98
- molecular weight (g mol⁻¹) = 110.5
- LUMO (Eh) = 0.0207

Atomic partial charges in e from the Löwdin method, atoms 1 to 2: number 1, Cl, carries 0.67; number 2, F, carries -0.05


Which of them is the most stable? Correct choice: entry 2.


Entry 1
Below is one molecule with the formula C4H7F, with properties calculated with ωB97M-V/def2-TZVPD.

CARTESIAN COORDINATES (ANGSTROEM)
F: 1.69 1.00 -0.11
C: -1.01 0.71 -0.39
C: 0.34 0.10 -0.06
C: -0.46 0.68 1.00
C: 0.81 -1.25 -0.45
H: -1.79 0.14 -0.77
H: 0.70 -1.26 -1.53
H: 0.07 -1.94 -0.12
H: 0.04 1.61 1.46
H: 1.79 -1.60 -0.18
H: -1.00 0.16 1.90
H: -1.18 1.64 -0.76

Output
- SMILES string = CC1(F)CC1
- HOMO (eV) = -10.83
- Kohn-Sham gap (eV) = 11.87
- molecular weight (g mol⁻¹) = 74.1
- LUMO (Eh) = 0.0383

Atomic partial charges in e from the Löwdin method, atoms 1 to 2: number 1, F, carries -0.16; number 2, C, carries -0.05


Entry 2
Below is one molecule with the formula C4H7F, with properties calculated with ωB97M-V/def2-TZVPD.

CARTESIAN COORDINATES (ANGSTROEM)
F: -0.78 1.30 -0.97
C: -0.26 -0.64 0.37
C: 1.65 0.73 -0.91
C: 0.20 0.53 -0.59
C: -1.52 -0.64 0.99
H: -1.93 -1.66 0.78
H: 0.57 -1.22 0.68
H: -1.49 -0.62 2.12
H: 1.76 1.02 -1.93
H: 1.92 -0.26 -0.73
H: 2.17 1.46 -0.32
H: -2.29 -0.01 0.53

Output
- SMILES string = C/C=C(/C)F
- HOMO (eV) = -7.81
- Kohn-Sham gap (eV) = 8.92
- molecular weight (g mol⁻¹) = 74.1
- LUMO (Eh) = 0.0409

Atomic partial charges in e from the Löwdin method, atoms 1 to 2: number 1, F, carries 0.07; number 2, C, carries -0.10


Which of them is the most stable? Correct choice: entry 1.


Entry 1
Below is one molecule with the formula C6H7NO2, with properties calculated with ωB97M-V/def2-TZVPD.

CARTESIAN COORDINATES (ANGSTROEM)
O: -5.21 -0.13 -1.55
O: 0.64 1.23 1.55
N: -4.38 0.03 -0.73
C: -0.18 -1.26 -0.59
C: 0.85 1.84 -0.71
C: -2.16 0.13 0.63
C: -0.57 -0.10 0.01
C: -3.52 0.28 0.01
C: 0.36 0.99 0.41
H: 1.91 2.18 -0.64
H: -2.09 1.02 1.28
H: 0.62 1.40 -1.66
H: 0.24 2.74 -0.62
H: -0.83 -2.09 -0.91
H: -2.08 -0.84 1.25
H: 0.83 -1.41 -0.83

Output
- SMILES string = C=C(CC#[N+][O-])C(C)=O
- HOMO (eV) = -9.57
- Kohn-Sham gap (eV) = 9.97
- molecular weight (g mol⁻¹) = 125.1
- LUMO (Eh) = 0.0145

Atomic partial charges in e from the Löwdin method, atoms 1 to 2: number 1, O, carries 0.04; number 2, O, carries 0.11


Entry 2
Below is one molecule with the formula C6H7NO2, with properties calculated with ωB97M-V/def2-TZVPD.

CARTESIAN COORDINATES (ANGSTROEM)
O: -0.94 -1.12 2.52
O: 1.44 -1.20 -1.02
N: 0.05 0.82 1.69
C: 0.86 1.34 0.60
C: -0.39 -0.41 1.73
C: 0.32 0.94 -0.80
C: -0.97 -1.18 -1.17
C: -1.99 -1.79 -1.40
C: 0.24 -0.54 -0.97
H: 1.27 -2.15 -1.07
H: -2.90 -2.30 -1.49
H: 1.03 1.35 -1.52
H: 1.88 0.96 0.69
H: 0.87 2.43 0.69
H: -0.10 1.46 2.47
H: -0.66 1.38 -0.96

Output
- HOMO (alpha / beta) (eV) = -7.47 / -7.07
- Kohn-Sham gap (alpha / beta) (eV) = 7.70 / 7.34
- molecular weight (g mol⁻¹) = 125.1
- LUMO (alpha / beta) (Eh) = 0.0085 / 0.0099

Atomic partial charges in e from the Löwdin method, atoms 1 to 2: number 1, O, carries 0.07; number 2, O, carries 0.05


Which of them is the most stable? Correct choice: entry 2.


Entry 1
Below is one molecule with the formula C6H7NO2, with properties calculated with ωB97M-V/def2-TZVPD.

CARTESIAN COORDINATES (ANGSTROEM)
O: -2.34 -1.87 -0.75
O: 0.95 1.11 -1.16
N: -0.64 -0.34 -0.72
C: -1.47 -1.30 -0.04
C: 1.92 1.91 -0.50
C: 1.01 0.57 1.00
C: -1.38 -1.53 1.37
C: 1.99 1.50 0.82
C: 0.39 0.39 -0.21
H: 2.78 1.91 1.24
H: -0.49 -1.90 1.71
H: -0.77 -0.37 -1.64
H: 2.38 2.42 -1.09
H: -1.54 -0.68 1.70
H: 0.77 0.03 1.98
H: -2.26 -2.23 1.71

Output
- SMILES string = CC(=O)Nc1ccco1
- HOMO (eV) = -8.04
- Kohn-Sham gap (eV) = 8.88
- molecular weight (g mol⁻¹) = 125.1
- LUMO (Eh) = 0.0309

Atomic partial charges in e from the Löwdin method, atoms 1 to 2: number 1, O, carries 0.03; number 2, O, carries 0.08


Entry 2
Below is one molecule with the formula C6H7NO2, with properties calculated with ωB97M-V/def2-TZVPD.

CARTESIAN COORDINATES (ANGSTROEM)
O: -0.60 -1.39 -0.03
O: 0.96 1.78 0.29
N: -1.91 -1.26 0.11
C: 0.52 -0.52 0.03
C: -1.35 1.04 -0.44
C: 1.77 -1.21 -0.05
C: 2.80 -0.39 0.02
C: 0.15 0.90 0.03
C: -2.31 0.07 0.32
H: 3.76 -0.82 0.00
H: 2.72 0.60 0.27
H: -1.48 2.14 -0.31
H: -2.53 0.11 1.45
H: 1.87 -2.23 -0.09
H: -3.24 0.35 -0.04
H: -1.13 0.84 -1.55

Output
- HOMO (alpha / beta) (eV) = -8.20 / -8.70
- Kohn-Sham gap (alpha / beta) (eV) = 8.26 / 7.78
- molecular weight (g mol⁻¹) = 125.1
- LUMO (alpha / beta) (Eh) = 0.0022 / -0.0336

Atomic partial charges in e from the Löwdin method, atoms 1 to 2: number 1, O, carries -0.06; number 2, O, carries 0.07


Which of them is the most stable? Correct choice: entry 1.


Entry 1
Below is a 2-piece molecular cluster, C9H14S overall, with properties calculated with ωB97M-V/def2-TZVPD.

CARTESIAN COORDINATES (ANGSTROEM)
S: -0.03 -1.56 -2.22
C: 1.23 -0.49 3.03
C: 1.21 0.29 -3.84
C: 0.44 -1.64 2.80
C: -0.10 -0.35 -3.53
C: -0.77 2.05 1.13
C: -0.37 0.78 1.72
C: 0.86 0.69 2.44
C: -1.22 -0.36 1.66
C: -0.86 -1.55 2.24
H: -0.51 -0.79 -4.43
H: 0.68 -2.60 3.24
H: -1.59 2.53 1.65
H: 0.03 2.74 1.06
H: 1.06 1.05 -4.61
H: 1.92 -0.48 -4.15
H: -1.51 -2.38 2.30
H: -2.26 -0.31 1.37
H: 2.18 -0.61 3.54
H: -0.82 0.39 -3.27
H: -1.35 -1.66 -2.02
H: 1.30 1.61 2.67
H: 1.66 0.68 -2.93
H: -1.19 1.96 0.13

Output
- HOMO (alpha / beta) (eV) = -11.83 / -11.71
- Kohn-Sham gap (alpha / beta) (eV) = 7.57 / 3.55
- molecular weight (g mol⁻¹) = 154.3
- 2S+1 = 2
- total charge = +1
- LUMO (alpha / beta) (Eh) = -0.1564 / -0.2999

Atomic partial charges in e from the Löwdin method, atoms 1 to 2: number 1, S, carries 0.69; number 2, C, carries 0.02


Entry 2
Below is a 2-piece molecular cluster, C9H14S overall, with properties calculated with ωB97M-V/def2-TZVPD.

CARTESIAN COORDINATES (ANGSTROEM)
S: 2.40 0.12 -1.36
C: 2.74 1.75 -0.65
C: 0.86 0.34 -2.11
C: -1.44 1.39 0.52
C: -2.04 -0.93 0.20
C: -0.35 1.00 1.28
C: -2.27 0.41 -0.02
C: -0.85 -1.34 0.82
C: -0.09 -0.37 1.45
C: -0.63 -2.78 1.17
H: 0.40 -0.59 -2.45
H: 0.84 -0.48 1.99
H: 0.36 -3.19 0.96
H: -2.62 -1.75 -0.22
H: 0.96 0.97 -3.01
H: 2.06 2.43 -1.15
H: 3.77 2.02 -0.90
H: -1.63 2.44 0.33
H: 2.54 1.67 0.41
H: 0.13 1.72 1.93
H: -3.21 0.68 -0.49
H: -1.25 -3.46 0.59
H: -0.78 -2.92 2.24
H: 0.11 0.86 -1.51

Output
- HOMO (alpha / beta) (eV) = -12.61 / -12.50
- Kohn-Sham gap (alpha / beta) (eV) = 9.72 / 4.49
- molecular weight (g mol⁻¹) = 154.3
- 2S+1 = 2
- total charge = +1
- LUMO (alpha / beta) (Eh) = -0.1064 / -0.2946

Atomic partial charges in e from the Löwdin method, atoms 1 to 2: number 1, S, carries 1.12; number 2, C, carries -0.28


Which of them is the most stable? Correct choice: entry 2.


Entry 1
Below is C11H9N7O2RhSbSe4 as an isolated structure, with properties calculated with ωB97M-V/def2-TZVPD.

CARTESIAN COORDINATES (ANGSTROEM)
Sb: 2.18 0.04 2.77
Rh: 0.22 -0.42 1.35
Se: 2.31 2.41 3.22
Se: -1.05 0.48 5.31
Se: 4.14 -1.31 2.91
Se: 0.05 -1.08 3.93
O: -4.04 -1.77 0.95
O: -2.76 -1.68 -0.77
N: 2.15 2.04 -6.59
N: 1.68 -4.28 -0.29
N: -1.96 1.37 2.37
N: -0.67 1.53 1.77
N: -3.45 -0.24 2.97
N: -3.10 -1.27 0.32
N: -2.40 -0.20 0.78
C: 1.94 1.57 -5.57
C: 1.58 1.15 -1.89
C: 1.22 -0.34 -4.21
C: 1.13 -0.17 -1.80
C: 0.85 -0.75 -0.50
C: 1.34 -3.19 -0.09
C: 1.67 0.97 -4.29
C: -2.63 0.24 2.03
C: 1.86 1.72 -3.12
C: 0.96 -0.91 -2.98
C: 0.92 -1.88 0.15
H: -3.92 -1.10 2.72
H: -1.84 1.43 3.40
H: -3.12 -0.09 3.92
H: 1.72 1.71 -0.97
H: -0.77 2.12 0.95
H: 0.60 -1.93 -2.90
H: -0.07 2.03 2.44
H: 1.07 -0.91 -5.12
H: 2.21 2.74 -3.18

Output
- HOMO (eV) = -1.94
- Kohn-Sham gap (eV) = 6.21
- molecular weight (g mol⁻¹) = 811.7
- total charge = -2
- LUMO (Eh) = 0.1569

Atomic partial charges in e from the Löwdin method, atoms 1 to 2: number 1, Sb, carries 0.00; number 2, Rh, carries 0.34


Entry 2
Below is C11H9N7O2RhSbSe4 as an isolated structure, with properties calculated with ωB97M-V/def2-TZVPD.

CARTESIAN COORDINATES (ANGSTROEM)
Sb: -4.57 0.63 0.11
Rh: -0.94 2.09 0.43
Se: -6.34 -0.23 1.64
Se: -2.28 0.35 1.50
Se: -2.14 2.27 2.69
Se: -4.15 -1.21 -1.51
O: -2.86 3.14 -0.21
O: -4.05 2.75 -2.04
N: -1.99 1.84 -1.71
N: -2.86 1.13 -3.81
N: -0.52 -0.27 -1.49
N: -1.01 0.07 -2.77
N: 5.73 -4.74 2.76
N: -2.98 2.63 -1.38
N: 0.70 4.56 -0.51
C: 3.68 -0.86 0.78
C: 2.50 -0.65 1.51
C: 0.73 1.16 0.84
C: 5.05 -3.84 2.48
C: -2.01 1.03 -2.74
C: 0.13 3.63 -0.16
C: 4.22 -2.76 2.16
C: 4.52 -1.90 1.10
C: 1.59 0.35 1.15
C: 3.04 -2.54 2.91
C: 2.20 -1.51 2.59
H: 3.92 -0.20 -0.04
H: 2.80 -3.21 3.72
H: 1.29 -1.34 3.15
H: 5.43 -2.07 0.53
H: 0.41 -0.66 -1.56
H: -3.62 1.77 -3.57
H: -1.27 -0.72 -3.37
H: -1.14 -0.94 -1.02
H: -3.20 0.24 -4.16

Output
- HOMO (eV) = -1.07
- Kohn-Sham gap (eV) = 4.91
- molecular weight (g mol⁻¹) = 811.7
- total charge = -2
- LUMO (Eh) = 0.1412

Atomic partial charges in e from the Löwdin method, atoms 1 to 2: number 1, Sb, carries 0.08; number 2, Rh, carries 0.44


Which of them is the most stable? Correct choice: entry 1.